# 1
Here is a structure of composition C23H25BeF10N3O2PS2 from the OMol25 dataset. Energies are from ωB97M-V with the def2-TZVPD basis set.

Each line ends with the natural charge from an NBO analysis.
Cartesian coordinates (Å):
Be (-0.008, -1.423, -0.190)  1.64
C (-0.330, -2.090, 2.588)  -0.42
N (0.002, -2.627, 1.267)  -0.57
C (-1.033, -3.557, 0.792)  -0.23
C (-2.187, -2.739, 0.242)  -0.22
N (-1.581, -1.750, -0.638)  -0.91
C (-2.383, -1.052, -1.481)  0.07
C (-3.784, -0.934, -1.425)  0.29
F (-4.495, -1.472, -0.403)  -0.33
C (-4.518, -0.236, -2.368)  0.26
F (-5.851, -0.161, -2.233)  -0.31
C (-3.900, 0.381, -3.433)  0.22
F (-4.621, 1.036, -4.359)  -0.31
C (-2.519, 0.315, -3.517)  0.28
F (-1.894, 0.910, -4.536)  -0.29
C (-1.800, -0.358, -2.560)  0.35
F (-0.466, -0.358, -2.642)  -0.31
C (1.369, -3.187, 1.251)  -0.22
C (2.252, -2.187, 0.518)  -0.23
N (1.519, -1.906, -0.712)  -0.94
C (2.223, -1.645, -1.843)  0.09
C (3.461, -0.975, -1.906)  0.27
F (3.999, -0.430, -0.793)  -0.32
C (4.150, -0.766, -3.086)  0.27
F (5.317, -0.108, -3.065)  -0.30
C (3.635, -1.204, -4.289)  0.23
F (4.302, -1.009, -5.437)  -0.30
C (2.419, -1.866, -4.279)  0.26
F (1.927, -2.345, -5.427)  -0.30
C (1.751, -2.089, -3.096)  0.35
F (0.644, -2.840, -3.135)  -0.31
H (-0.384, -2.893, 3.334)  0.17
H (-1.287, -1.571, 2.553)  0.22
H (0.424, -1.364, 2.887)  0.23
H (-1.356, -4.247, 1.582)  0.18
H (-0.611, -4.127, -0.037)  0.22
H (-2.758, -2.285, 1.061)  0.17
H (-2.871, -3.396, -0.306)  0.19
H (1.365, -4.119, 0.686)  0.20
H (1.730, -3.398, 2.263)  0.18
H (3.233, -2.628, 0.324)  0.19
H (2.393, -1.293, 1.142)  0.19
C (-1.689, 2.235, 3.407)  -0.63
C (-1.897, 2.964, 2.084)  0.13
C (-2.950, 2.278, 1.221)  -0.66
O (-0.617, 3.184, 1.444)  -0.86
P (0.076, 2.363, 0.221)  1.71
S (-0.675, 2.838, -1.510)  -0.64
S (0.228, 0.447, 0.923)  -0.87
O (1.527, 3.033, 0.245)  -0.85
C (2.494, 3.336, 1.267)  0.13
C (2.089, 4.605, 2.004)  -0.63
C (2.782, 2.198, 2.233)  -0.64
H (-2.643, 2.120, 3.925)  0.20
H (-1.004, 2.796, 4.047)  0.20
H (-1.259, 1.254, 3.214)  0.23
H (-2.244, 3.979, 2.302)  0.17
H (-2.640, 1.261, 0.976)  0.23
H (-3.096, 2.821, 0.291)  0.24
H (-3.897, 2.232, 1.764)  0.20
H (3.397, 3.534, 0.685)  0.18
H (1.176, 4.429, 2.569)  0.22
H (1.901, 5.409, 1.291)  0.22
H (2.886, 4.906, 2.687)  0.20
H (1.914, 2.004, 2.861)  0.21
H (3.629, 2.480, 2.864)  0.20
H (3.034, 1.287, 1.693)  0.23

Atoms 1-2, force components in eV/Å:
Be -0.038 -0.085 -0.268
C -0.069 0.015 0.082

Net charge   -1
Multiplicity   1
Lowest unoccupied orbital energy   0.0878 Ha
HOMO-LUMO gap   7.03 eV
HOMO   -4.6 eV



# 2
Here is a cluster of 3 separate species, C3H8N2O2 in total at a distorted geometry from the OMol25 dataset. Energies are from ωB97M-V with the def2-TZVPD basis set.

Each line ends with the natural charge from an NBO analysis.
Cartesian coordinates (Å):
C (3.660, -0.450, -1.919)  -0.10
C (3.403, -0.524, -0.596)  -0.10
N (2.793, 0.677, -0.231)  -0.56
C (3.034, 1.499, -1.337)  0.19
N (3.501, 0.874, -2.353)  -0.44
H (3.643, -1.253, -2.634)  0.21
H (3.411, -1.386, 0.047)  0.21
H (3.158, 1.172, 0.584)  0.40
H (2.853, 2.558, -1.248)  0.19
O (-6.428, -1.007, 1.453)  -0.94
H (-6.877, -1.359, 0.671)  0.47
H (-5.933, -0.237, 1.152)  0.47
O (-3.413, -0.089, 2.548)  -0.93
H (-2.917, 0.299, 1.815)  0.46
H (-3.889, -0.775, 2.047)  0.47

Atoms 1-2, force components in eV/Å:
C -0.604 0.569 -0.080
C -0.986 -0.781 -0.086

SMILES   c1c[nH]cn1.O.O
Net charge   0
Multiplicity   1
Lowest unoccupied orbital energy   0.0216 Ha
HOMO-LUMO gap   9.78 eV
HOMO   -9.2 eV



# 3
Here is the molecule C7H14 from the OMol25 dataset. Energies are from ωB97M-V with the def2-TZVPD basis set.

Each line ends with the natural charge from an NBO analysis.
Cartesian coordinates (Å):
C (-0.581, -1.399, -0.817)  -0.62
C (-0.159, 0.064, -0.917)  -0.21
C (1.216, 0.398, -0.264)  -0.20
C (2.288, -0.674, -0.129)  -0.61
C (0.457, 0.870, 0.995)  -0.40
C (-0.816, 1.012, 0.132)  -0.20
C (-2.171, 0.674, 0.737)  -0.61
H (-1.623, -1.532, -1.132)  0.21
H (-0.497, -1.787, 0.205)  0.20
H (0.041, -2.033, -1.459)  0.21
H (-0.264, 0.388, -1.960)  0.20
H (1.644, 1.270, -0.774)  0.20
H (1.911, -1.559, 0.394)  0.20
H (2.661, -1.000, -1.108)  0.21
H (3.147, -0.298, 0.440)  0.21
H (0.827, 1.757, 1.521)  0.20
H (0.354, 0.058, 1.727)  0.19
H (-0.855, 2.025, -0.288)  0.20
H (-2.172, -0.323, 1.193)  0.20
H (-2.441, 1.393, 1.521)  0.21
H (-2.967, 0.695, -0.017)  0.21

Atoms 1-2, force components in eV/Å:
C -0.006 -0.059 0.063
C -0.052 -0.072 -0.160

SMILES   C[C@@H]1[C@H](C)C[C@@H]1C
Net charge   0
Multiplicity   1
Lowest unoccupied orbital energy   0.0418 Ha
HOMO-LUMO gap   11.41 eV
HOMO   -10.3 eV